Here is C26H27CrN3O2S3 as an isolated structure from the OMol25 dataset. Energies are from wB97M-V/def2-TZVPD.

Geometry (Å):
Cr1 -0.103607 0.047660 -0.115140
C1 1.135682 -1.961588 -2.087719
N1 -0.137022 -1.830308 -1.378402
C2 -0.258144 -2.935215 -0.410820
C3 -1.017165 -2.533030 0.854356
N2 -0.400556 -1.366577 1.497280
C4 0.864112 -1.722735 2.151805
C5 -1.232467 -0.818444 2.557484
C6 -1.842108 -1.631428 3.500552
C7 -2.487999 -1.084822 4.597444
C8 -2.528971 0.293862 4.753803
C9 -1.930920 1.111677 3.823117
C10 -1.268094 0.577479 2.711157
S1 -0.464586 1.642504 1.611465
C11 -1.245606 -1.754367 -2.312908
C12 -1.208955 -2.408164 -3.536899
C13 -2.198511 -2.222295 -4.489268
C14 -3.274745 -1.396770 -4.206267
C15 -3.356700 -0.780662 -2.979092
C16 -2.350229 -0.931686 -2.017844
S2 -2.481603 -0.047832 -0.537810
H1 1.244004 -2.947116 -2.559672
H2 1.958632 -1.830081 -1.383943
H3 1.202797 -1.182895 -2.846802
H4 0.755897 -3.232349 -0.125682
H5 -0.758412 -3.803194 -0.870436
H6 -1.041929 -3.401266 1.530075
H7 -2.048607 -2.266776 0.601407
H8 0.711377 -2.509538 2.904555
H9 1.246335 -0.828112 2.644639
H10 1.613535 -2.049403 1.431503
H11 -1.806446 -2.709529 3.401389
H12 -2.940460 -1.737901 5.330472
H13 -3.015140 0.722546 5.620187
H14 -1.941926 2.185472 3.925785
H15 -0.386566 -3.063200 -3.786919
H16 -2.109292 -2.700180 -5.454737
H17 -4.037433 -1.222507 -4.952045
H18 -4.174572 -0.119150 -2.740177
O1 3.343668 -1.453869 0.060461
C17 3.038637 -0.245854 0.111309
O2 1.833362 0.149883 0.123942
C18 4.082804 0.811389 0.184964
C19 5.413558 0.450338 0.375323
C20 6.401978 1.396046 0.546218
C21 6.055478 2.745339 0.525309
C22 4.754920 3.122844 0.294536
C23 3.734895 2.175590 0.096950
S3 2.166580 2.752461 -0.286707
H19 5.653848 -0.604180 0.393705
H20 7.429104 1.093921 0.709950
H21 6.819122 3.498480 0.678938
H22 4.475595 4.166141 0.260107
C24 1.661739 2.230265 -4.413743
C25 0.218066 1.785642 -4.163267
C26 0.076193 1.339434 -2.798727
N3 0.021311 0.994543 -1.695318
H23 1.778911 2.599366 -5.430837
H24 2.350269 1.403460 -4.257504
H25 1.927710 3.017752 -3.714241
H26 -0.063751 0.968763 -4.839023
H27 -0.467463 2.620573 -4.335376

Cartesian forces, eV/Å:
-0.035 -1.423 3.067
0.682 -0.002 -0.195
-0.076 0.398 0.082
-0.124 -0.309 0.672
-0.389 -0.548 -0.407
-0.198 0.001 0.008
0.851 -0.166 0.145
-0.406 0.636 0.356
-0.005 -0.139 -0.075
-0.068 -0.111 0.018
-0.019 -0.092 0.193
0.071 -0.137 -0.153
-0.213 -0.329 -0.053
0.359 -0.011 -0.671
-0.690 0.274 -0.205
0.137 -0.133 -0.115
0.009 -0.061 -0.055
-0.032 -0.085 -0.177
0.163 -0.023 0.101
0.106 -0.256 -0.111
0.299 0.467 0.490
-0.058 0.113 0.007
-0.061 -0.068 0.020
-0.002 -0.095 -0.048
-0.088 0.032 -0.144
0.161 0.191 0.060
0.109 0.114 -0.068
0.214 -0.073 0.112
-0.145 0.117 -0.092
0.045 -0.071 -0.062
-0.017 0.094 -0.020
0.027 -0.005 -0.020
-0.064 -0.017 0.024
-0.058 0.041 0.019
-0.052 0.134 0.063
0.081 0.039 0.037
-0.021 -0.085 -0.021
-0.089 -0.010 -0.050
-0.126 0.065 0.000
0.261 -0.046 0.013
0.589 -0.761 -0.046
-1.211 -0.646 0.009
-0.084 0.162 0.082
0.057 -0.239 0.061
0.237 -0.212 0.036
-0.014 0.114 -0.049
0.459 0.075 0.149
-0.463 0.034 -0.193
-0.340 1.411 -0.435
-0.024 -0.076 0.045
0.018 -0.022 -0.009
0.034 0.070 0.006
-0.010 0.048 -0.022
0.099 0.075 0.033
0.205 0.207 -0.563
-0.307 -0.611 2.157
0.253 2.029 -4.357
-0.075 -0.023 -0.057
0.054 -0.030 0.019
0.107 0.038 0.097
-0.082 0.081 0.202
-0.044 -0.149 0.087

Properties
Expectation value of S²: 3.803
Energy relative to the best compared isomer or geometry (same formula, charge and spin) in kJ/mol: 99.01
E_tot in Ha: -3560.88276
Lowest unoccupied orbital energy (alpha / beta) in eV: 2.38 / 2.37
HOMO (alpha / beta) in eV: -2.9 / -2.9
Multiplicity: 4
Strongest force on any atom in eV Å⁻¹: 4.81
Total charge: -1
Frontier orbital gap (alpha / beta) in eV: 5.27 / 5.24

These are the natural (NBO) partial charges, in e, on atoms 1 to 4: 1.06, -0.43, -0.50, -0.21